3 unconnected molecules or ions with the total composition C10H21N3O10S2 in a non-equilibrium geometry, computed with wB97M-V/def2-TZVPD.

Geometry as XYZ:
```
46
Properties=species:S:1:pos:R:3
N -3.1118 1.2952 1.6345
C -2.3829 1.1597 0.3676
N -3.1510 0.2656 -0.4898
N -2.3344 2.4614 -0.2645
C -0.9333 0.5928 0.6163
C 0.1876 1.4274 0.0714
C 1.5685 0.7869 0.0464
C 2.3227 2.0337 -0.4604
C 1.7234 3.0366 0.5032
O 2.2646 3.9686 1.0653
O 0.4396 2.6583 0.7577
H -2.9993 0.4415 2.1643
H -2.6425 2.0203 2.1614
H -2.5900 0.0505 -1.3013
H -3.3610 -0.5968 -0.0092
H -2.8019 3.1483 0.2997
H -2.7592 2.4231 -1.1750
H -0.7872 0.3787 1.6716
H -0.8601 -0.3529 0.0868
H -0.0649 1.6480 -0.9679
H 1.6842 -0.1386 -0.4938
H 1.8810 0.7094 1.0886
H 3.4010 1.9964 -0.4722
H 1.9655 2.2214 -1.4707
C -1.0713 -1.6382 -5.5664
C -2.3456 -1.6605 -4.7465
O -1.9082 -1.3102 -3.4243
S -0.6899 -0.2774 -3.5128
O -1.1850 1.0426 -3.3560
O 0.3638 -0.7647 -2.7007
O -0.3420 -0.5122 -5.0535
H -0.4760 -2.5397 -5.4132
H -1.2556 -1.4932 -6.6266
H -2.8165 -2.6382 -4.7223
H -3.0619 -0.9119 -5.0892
C 2.9538 -0.8532 4.2953
C 2.6276 -2.0261 5.1974
O 1.7368 -2.8303 4.4113
S 2.1367 -2.7288 2.8640
O 2.9471 -3.8353 2.5101
O 0.9734 -2.3931 2.1281
O 3.0767 -1.4388 2.9918
H 2.1454 -0.1199 4.2765
H 3.8871 -0.3649 4.5593
H 2.1284 -1.7277 6.1142
H 3.5167 -2.6139 5.4335
```

Summary:
Lowest unoccupied orbital energy, eV: 0.320
Gap between HOMO and LUMO, eV: 9.349
E_tot, eV: -57324.671
HOMO, eV: -9.0290
SMILES: NC(N)(N)C[C@@H]1CCC(=O)O1.O=S1(=O)OCCO1.O=S1(=O)OCCO1

2 unconnected molecules or ions with the total composition C10H21NO5S3 in a non-equilibrium geometry, computed with wB97M-V/def2-TZVPD.

Geometry as XYZ:
```
40
Properties=species:S:1:pos:R:3
C 0.7190 -1.0932 1.8887
C 1.1344 -1.3607 0.4503
C 0.7836 -2.7860 0.0104
O 0.5472 -2.8816 -1.3764
C -0.7845 -2.7706 -1.7226
O -1.0983 -1.9684 -2.5777
C -1.7798 -3.6830 -1.0839
S -2.5480 -2.8427 0.4123
N -1.8198 -1.3766 0.5255
C -2.5716 -0.2879 -0.0650
C -2.8087 0.8263 0.9421
C -3.8192 1.8758 0.4776
S -3.3531 2.6718 -1.1084
O 0.6357 -0.3789 -0.4828
C 1.2630 0.7892 -0.4189
O 0.8141 1.7732 0.1479
C 2.5931 0.8782 -1.1713
S 3.1851 2.5750 -1.2647
H -0.0349 -1.7903 2.2264
H 1.5760 -1.1891 2.5530
H 0.3027 -0.1031 1.9993
H 2.2254 -1.2824 0.4445
H -0.0262 -3.1601 0.6259
H 1.6520 -3.4014 0.2288
H -1.2732 -4.5675 -0.7042
H -2.5154 -4.0114 -1.8037
H -3.5440 -0.6088 -0.4543
H -2.0288 0.1083 -0.9279
H -3.2352 0.3677 1.8304
H -1.8964 1.3470 1.2223
H -4.7809 1.4132 0.2985
H -3.9307 2.6678 1.2058
H -2.0601 2.3360 -1.1802
H 3.3676 0.3529 -0.6260
H 2.5419 0.4280 -2.1517
H 2.1527 3.2913 -1.7219
O 5.2189 4.6242 0.7319
H 4.7858 5.0333 1.5064
H 4.5463 4.2421 0.1122
H 5.8641 3.9424 1.0016
```

Summary:
Lowest unoccupied orbital energy, eV: -3.108
Gap between HOMO and LUMO, eV: 1.794
E_tot, eV: -54936.632
HOMO, eV: -4.9024

A molecular structure, C10H22AlCl2F7LiMg2NNaO4PS2 in a non-equilibrium geometry, computed with wB97M-V/def2-TZVPD.

Geometry as XYZ:
```
54
Properties=species:S:1:pos:R:3
O 2.2051 0.7717 0.4733
C 2.2787 0.9530 -0.7706
Cl 3.5837 2.0910 -1.3885
C 1.2576 0.1982 -1.7218
Al -0.5290 0.1997 -0.6616
S -1.1264 2.4233 -0.5702
H 1.1365 0.8846 -2.6327
H 1.6059 -0.8577 -2.0179
H -1.5686 -0.7127 -1.4248
H -0.3514 -0.2835 0.8647
H -2.3597 2.5007 -1.1866
Li 3.3877 -0.8887 -2.1245
F -1.8021 2.3593 1.9444
C 4.8436 2.1333 1.8641
C 6.2752 1.7077 1.8513
N 7.3938 1.3724 1.8410
H 4.6462 2.7453 2.7461
H 4.6215 2.7156 0.9706
H 4.1974 1.2548 1.8868
O -0.5442 -2.4121 0.0948
C -0.6922 -3.0651 1.0915
O -0.1465 -2.6626 2.2628
C -0.4436 -3.2524 3.5281
C 0.4258 -4.4700 3.7840
C -1.4160 -4.3823 1.0338
H -1.5149 -3.4689 3.6151
H -0.2246 -2.4913 4.2796
H 0.2471 -5.2554 3.0450
H 0.2329 -4.8822 4.7795
H 1.4810 -4.2032 3.7132
H -0.7163 -5.1599 0.7215
H -2.2168 -4.3026 0.2996
H -1.8903 -4.6706 1.9720
C 1.0593 5.2633 -2.8594
S 0.7195 5.6411 -4.5912
O 0.4066 4.3501 -5.2739
C 2.4145 6.0852 -5.0251
H 0.1343 4.9229 -2.3933
H 1.8115 4.4743 -2.7914
H 1.4109 6.1624 -2.3503
H 3.0828 5.2469 -4.8217
H 2.7210 6.9599 -4.4490
H 2.4466 6.3240 -6.0881
Mg -2.3852 -4.6838 4.1614
F -4.7327 -0.6936 1.6948
P -4.7145 -1.8271 0.5576
F -4.7345 -1.5176 -1.0694
F -5.2878 -3.2935 0.1997
F -3.2246 -1.3338 0.2334
F -6.2501 -1.3366 0.5642
F -4.0490 -2.7982 1.6736
Cl -5.9053 -2.6579 -2.2218
Na -7.9878 -3.5406 -1.5276
Mg 0.7874 1.3635 2.2139
```

Summary:
Lowest unoccupied orbital energy, eV: -9.611
Gap between HOMO and LUMO, eV: 1.949
Net charge: +2
E_tot, eV: -117519.499
HOMO, eV: -11.5600

A molecular structure, C10H22AsCoF2S4Sb in a non-equilibrium geometry, computed with wB97M-V/def2-TZVPD.

Geometry as XYZ:
```
41
Properties=species:S:1:pos:R:3
Co 0.2076 -0.0661 0.0608
S 0.0757 4.4475 -0.0549
As 1.0819 2.6598 0.4492
S -0.1548 1.3958 1.7736
S 1.3245 1.3306 -1.3031
S 2.9375 3.1791 1.3157
C -5.2998 -0.8034 -2.1050
C -4.2614 0.2441 -1.7492
C -4.0817 1.2480 -2.8760
Sb -2.1928 -0.4852 -1.1015
C -2.7933 -2.2353 0.1521
C -3.6895 -1.7202 1.2665
C -3.3877 -3.4335 -0.5610
C -1.4786 -1.3258 -3.0534
C -2.4610 -2.1170 -3.9035
C -0.2080 -2.1062 -2.7673
H -6.2336 -0.3233 -2.4153
H -5.5263 -1.4341 -1.2490
H -4.9665 -1.4355 -2.9228
H -4.6139 0.7867 -0.8651
H -3.7121 0.7640 -3.7784
H -3.3721 2.0222 -2.5870
H -5.0315 1.7318 -3.1231
H -1.8488 -2.5381 0.6001
H -4.6544 -1.3945 0.8800
H -3.2136 -0.8765 1.7675
H -3.8653 -2.5020 2.0083
H -4.3194 -3.1798 -1.0595
H -3.5943 -4.2295 0.1587
H -2.6855 -3.8245 -1.2940
H -1.2048 -0.4158 -3.5998
H -2.8669 -2.9684 -3.3626
H -1.9570 -2.4956 -4.7973
H -3.2832 -1.4850 -4.2352
H -0.4116 -3.0117 -2.1979
H 0.4822 -1.4922 -2.1792
H 0.2996 -2.3856 -3.6928
F 0.2643 -3.0122 0.3209
C 0.9969 -1.8550 0.7011
F 2.2765 -2.1808 0.2532
H 1.0748 -1.9650 1.8063
```

Summary:
Lowest unoccupied orbital energy (alpha / beta), eV: 4.339 / 4.333
Gap between HOMO and LUMO (alpha / beta), eV: 4.803 / 4.814
Net charge: -2
Spin multiplicity: 4
⟨S²⟩: 3.769
E_tot, eV: -164507.502
HOMO (alpha / beta), eV: -0.4640 / -0.4805

A molecular structure, C10H22BN3O9SYb in a non-equilibrium geometry, computed with wB97M-V/def2-TZVPD.

Geometry as XYZ:
```
47
Properties=species:S:1:pos:R:3
C 2.8881 1.5182 2.1301
C 2.6331 2.3484 0.8527
O 3.6015 3.3687 0.7408
C 2.6044 1.5520 -0.4774
N 3.2189 0.2225 -0.3684
C 2.3460 -0.9243 -0.6859
C 1.5503 -0.9881 0.5920
O 0.5180 -1.8865 0.7896
C -0.2713 -2.2678 -0.3141
O -0.8140 -3.5253 0.0624
S -2.3129 -3.4057 0.5996
O -3.0111 -4.5516 0.2052
O -2.3227 -3.0149 1.9586
O -2.6802 -2.1524 -0.2946
C -1.4952 -1.4094 -0.6536
C -1.5920 -1.2647 -2.1819
O -0.3398 -0.7762 -2.6438
N -0.3264 -0.7866 -4.1425
O -0.2285 0.2757 -4.5551
B -1.6899 0.0966 -0.1011
O -0.6036 0.9001 0.2393
N -3.0385 0.5750 -0.0655
C -3.7008 0.2298 1.2211
C -3.0990 2.0318 -0.2882
H 1.9494 1.1250 2.5375
H 3.6177 0.7079 1.9614
H 3.2944 2.1738 2.8948
H 1.6449 2.7932 0.9753
H 3.2486 4.1791 1.1121
H 3.1633 2.1399 -1.1983
H 1.5777 1.5070 -0.8407
H 3.9538 0.1841 -1.0635
H 3.0225 -1.7670 -0.7990
H 1.7182 -0.7920 -1.5651
H 2.3313 -1.2624 1.3300
H 1.2936 0.0344 0.8617
H 0.2635 -2.5119 -1.2266
H -1.9119 -2.1965 -2.6533
H -2.3691 -0.5275 -2.3927
H -0.6513 1.1394 1.1676
H -3.6686 1.0631 1.9206
H -3.2743 -0.6736 1.6506
H -4.7485 -0.0005 1.0371
H -2.7211 2.6034 0.5623
H -2.5608 2.3069 -1.1894
H -4.1386 2.3268 -0.4132
Yb 3.1746 -1.3774 2.9167
```

Summary:
Lowest unoccupied orbital energy, eV: -9.655
Gap between HOMO and LUMO, eV: 4.381
Net charge: +2
E_tot, eV: -76643.431
HOMO, eV: -14.0369